No. 1
C16H31NP2PdS as an isolated structure in a non-equilibrium geometry. Source: OMol25; level of theory: the ωB97M-V functional and the def2-TZVPD basis.

```
! wB97M-V def2-TZVPD RIJCOSX def2/J DEFGRID3
* xyz 2 5
Pd 2.3598 -0.6898 3.6455
S 0.5806 0.4659 4.3590
P 0.0326 -1.8871 -1.2245
P 0.2364 2.1690 -1.4338
N 0.8530 0.6039 7.1915
C 1.6319 3.2815 -1.6455
C -2.2280 0.7773 -0.0867
C -1.2801 1.3511 0.8255
C -1.0212 -3.1620 -2.0057
C 0.9735 1.3616 1.0611
C -0.1715 2.1637 0.3369
C -0.2984 -0.5838 -2.4686
C 1.1151 -0.0314 0.4172
C -1.2285 3.0467 -2.0511
C 0.7973 0.5280 6.0175
C -1.4273 -1.5251 0.2793
C -0.0055 -1.1870 0.4196
C 0.4496 0.7617 -2.5947
C 1.1010 -2.1112 4.2203
C 1.6499 -2.6017 -1.4385
C -2.6044 -0.6419 0.3897
H -2.0289 -2.7996 -2.2538
H -0.0522 -1.1560 -3.3781
H -0.5262 -3.4072 -2.9556
H -1.3850 -0.4230 -2.5480
H 0.1221 1.1839 -3.5599
H 1.9393 1.8904 1.0668
H -1.3605 1.1543 1.8896
H -0.2618 3.1946 0.7178
H 1.6791 3.9875 -0.8058
H -1.0814 -4.0858 -1.4179
H 0.3788 -1.8693 1.2077
H -1.7173 0.6612 -1.0621
H 1.2141 -2.0363 5.3146
H 2.4441 -1.8496 -1.4643
H 2.5765 2.7237 -1.6991
H -3.1171 1.4139 -0.2693
H 1.4499 0.1143 -0.6237
H 0.7180 1.2163 2.1220
H 1.5203 0.5756 -2.7524
H 0.0589 -1.9647 3.8940
H 1.8624 -3.3368 -0.6523
H -1.4887 3.8371 -1.3326
H -2.9834 -0.6008 1.4309
H 2.0051 -0.4877 0.8902
H -0.9741 3.4922 -3.0209
H 1.5030 3.8496 -2.5765
H -2.0972 2.3842 -2.1792
H 1.6368 -3.1278 -2.3987
H -3.4276 -1.0209 -0.2349
H 1.5383 -3.0504 3.8528
H -1.6610 -2.5520 0.5848
*
```

Relative energy (zero: lowest compared OMol25 entry of this formula, charge and spin) ... 39.6 kJ/mol
Total energy ... -1890.8817 Eh
Lowest unoccupied orbital energy (spin up / spin down) ... -5.60 / -7.86 eV
Max |F| ... 3.3 eV/Å
HOMO-LUMO gap (spin up / spin down) ... 0.2364 / 0.2309 Ha
⟨S²⟩ ... 6.0287


No. 2
C16H31NP2RuS as an isolated structure in a non-equilibrium geometry. Source: OMol25; level of theory: the ωB97M-V functional and the def2-TZVPD basis.

```
! wB97M-V def2-TZVPD RIJCOSX def2/J DEFGRID3
* xyz 2 5
Ru -0.3163 -0.8522 -1.1592
S -0.0403 1.8963 2.5800
P -0.0710 2.0240 -5.3759
P -0.0921 -1.9382 -5.3051
N -0.0430 0.1702 0.3783
C 0.8587 -1.0208 -2.9486
C -1.6337 0.8719 -3.1140
C 1.3504 3.1211 -5.5994
C 1.3698 0.1940 -3.6110
C 0.5310 2.2624 -2.4938
C 0.2150 -2.5695 -0.3564
C 1.5722 -2.5383 -5.5199
C -1.5157 2.8465 -6.1460
C -0.6854 1.6588 -2.2277
C -0.0357 0.9469 1.3085
C -0.4433 -1.5372 -3.6270
C 1.7467 1.3842 -2.7036
C -0.4694 -0.6144 -6.4687
C -1.2839 -3.2212 -5.6735
C -1.6755 -0.6780 -3.1441
C 0.3467 0.7076 -6.5952
H 0.2851 -3.3360 -1.1326
H -1.6252 1.2622 -4.1630
H 1.5108 -3.1738 -6.4116
H -0.6258 -2.7512 0.3432
H 0.7193 3.2490 -2.0588
H 2.1271 0.9752 -1.7352
H 2.2712 2.5305 -5.7438
H 1.1578 -2.4403 0.1984
H -1.2162 3.3075 -7.0976
H 2.1807 -0.0639 -4.3226
H -2.5643 -0.9377 -3.7892
H 0.1377 1.1616 -7.5806
H 2.5497 1.9672 -3.1965
H 1.1747 3.7579 -6.4781
H -0.2670 -1.1686 -7.4012
H -2.3253 2.1194 -6.3125
H -1.8714 3.6122 -5.4410
H -1.1914 1.9523 -1.2695
H -0.7003 -2.5223 -3.1895
H -0.9525 -3.6324 -6.6361
H 1.9132 -3.1434 -4.6638
H -2.6311 1.1484 -2.7225
H 0.4677 0.5194 -4.2100
H -1.2662 -3.9745 -4.8711
H -2.2779 -2.7479 -5.7565
H -1.5584 -0.4107 -6.4247
H -1.8885 -1.1210 -2.0969
H 1.4350 3.7336 -4.6899
H 2.2734 -1.7150 -5.7004
H 1.6331 -1.7921 -2.7566
H 1.4397 0.5204 -6.5322
*
```

Relative energy (zero: lowest compared OMol25 entry of this formula, charge and spin) ... 181.0 kJ/mol
Total energy ... -1857.9261 Eh
Lowest unoccupied orbital energy (spin up / spin down) ... -6.70 / -9.08 eV
Max |F| ... 2.5 eV/Å
HOMO-LUMO gap (spin up / spin down) ... 0.2565 / 0.1639 Ha
⟨S²⟩ ... 6.0557


No. 3
A 14-piece molecular cluster, C16H32BCl26 overall in a non-equilibrium geometry. Source: OMol25; level of theory: the ωB97M-V functional and the def2-TZVPD basis.

```
! wB97M-V def2-TZVPD RIJCOSX def2/J DEFGRID3
* xyz -1 1
Cl -5.0369 -4.1014 3.3085
Cl -7.1186 0.5093 2.4308
Cl -5.4944 7.3959 0.0467
Cl 6.9293 4.5424 0.7335
Cl 0.2926 -1.4427 -4.8685
Cl -5.4447 -4.2772 0.4272
Cl -0.6434 6.3315 -0.3583
Cl 3.2143 0.3007 4.7454
Cl 6.8751 1.6919 1.3425
Cl 0.4037 6.0268 2.3453
Cl -1.3749 -4.3211 -0.0161
Cl 6.4313 6.4048 -3.9415
Cl -0.8042 -1.4628 0.0418
Cl 11.6484 1.2369 -1.0942
Cl -10.0738 -5.6613 -1.4877
Cl -1.7186 -0.6248 -2.9230
Cl 9.7991 -0.9379 -1.6854
Cl -8.2940 -10.0369 -1.6661
Cl 5.2128 4.0602 -2.7098
Cl -5.1074 -0.3086 0.4853
Cl -10.4273 -3.7603 0.6942
Cl 2.6436 -2.5576 4.6874
Cl 2.7429 3.3863 2.4010
Cl -3.8237 9.4889 1.1987
Cl 0.8936 1.2116 1.8098
Cl -6.8950 -9.0639 -4.0314
C 0.7905 5.9992 0.6206
C 4.8989 -0.7006 0.1965
C 6.2491 -1.1589 0.2713
C 3.0774 -1.1380 3.7273
C -0.9412 -2.9015 -0.9762
C -8.3377 -8.9041 -3.0225
C 6.5861 5.1729 -2.6830
C -3.9171 8.1927 0.0002
C -9.4216 -5.0591 0.0410
C -1.4345 -1.3785 -4.4965
C 2.4001 -1.8479 -0.1148
C 10.1736 0.4007 -0.5932
C 6.2600 3.2889 1.7852
C -6.8345 -0.2445 0.8573
C -4.5048 -3.5278 1.7233
C 1.2681 2.5502 2.9020
B 3.2577 -0.4143 -0.0048
H -8.4123 -4.6763 -0.1290
H -3.1395 7.4550 0.2126
H -4.6340 -2.4438 1.6755
H -8.3882 -7.8845 -2.6329
H -3.7618 8.6165 -0.9949
H 0.0184 -3.0832 -1.4663
H -9.2218 -9.1110 -3.6304
H 2.8620 0.2425 0.8856
H -1.8331 -2.3958 -4.4809
H -1.7141 -2.7319 -1.7297
H 10.3132 0.0075 0.4167
H 4.0369 -1.3197 3.2372
H 7.5058 4.6071 -2.8504
H 6.6273 5.6638 -1.7077
H 1.5498 -1.7673 0.7182
H 9.3423 1.1098 -0.6014
H 7.2356 -1.7769 0.0058
H 1.5469 6.7601 0.4135
H 1.4077 2.1570 3.9119
H -7.3430 0.3393 0.0862
H -1.9430 -0.7948 -5.2677
H 0.4368 3.2593 2.8937
H 3.0723 -2.7973 0.0150
H 1.1790 5.0120 0.3589
H 5.1713 3.2895 1.6911
H 3.0376 0.1664 -1.0282
H -7.2331 -1.2617 0.8730
H 1.8737 -1.8779 -1.1688
H 2.3044 -0.9683 2.9738
H -9.3883 -5.8800 0.7615
H -3.4500 -3.7798 1.5894
H 6.5410 3.5045 2.8189
*
```

Total energy ... -12618.5272 Eh
Lowest unoccupied orbital energy ... 1.51 eV
Max |F| ... 10.6 eV/Å
HOMO-LUMO gap ... 0.2305 Ha


Number 1 is which compound?
C16H31NP2PdS